{
  "formula": "C19H23NO5S2",
  "method": "ωB97M-V/def2-TZVPD",
  "e_above_lowest_kcal_mol": 5.1,
  "e_homo_ev": -7.86,
  "largest_force_ha_per_bohr": 0.0184,
  "smiles": "CCOc1ccc(CCNC(=O)c2cc3c(s2)CS(=O)(=O)C3)cc1OCC",
  "symbols": ["C", "C", "O", "C", "C", "C", "C", "C", "C", "O", "C", "C", "H", "H", "H", "H", "H", "H", "C", "H", "H", "C", "N", "C", "O", "C", "C", "C", "C", "S", "C", "H", "H", "S", "O", "O", "C", "H", "H", "H", "H", "H", "H", "H", "H", "H", "H", "H", "H", "H"],
  "xyz": [[3.9522, 0.9084, -3.7965], [3.1559, 0.7672, -2.5075], [3.6787, -0.3543, -1.8162], [3.0395, -0.8852, -0.7387], [3.4282, -2.1822, -0.4191], [2.8910, -2.8571, 0.6567], [1.9482, -2.2417, 1.4633], [1.5609, -0.9423, 1.1623], [2.0836, -0.2502, 0.0768], [1.7295, 1.0386, -0.2260], [0.5437, 1.5822, 0.3196], [0.2130, 2.8385, -0.4717], [1.0140, 3.5643, -0.3637], [0.1153, 2.5910, -1.5257], [-0.7175, 3.2786, -0.1229], [0.6894, 1.8290, 1.3810], [-0.2719, 0.8522, 0.2348], [0.8481, -0.4471, 1.8051], [1.3149, -2.9915, 2.6013], [1.9826, -3.7846, 2.9386], [1.1207, -2.3229, 3.4438], [-0.0114, -3.6295, 2.1525], [-1.0141, -2.6248, 1.9032], [-1.3321, -2.2035, 0.6578], [-0.9839, -2.7628, -0.3622], [-2.1862, -0.9958, 0.6132], [-2.5886, -0.3601, -0.5296], [-3.3661, 0.7882, -0.2736], [-3.5472, 1.0152, 1.0685], [-2.7533, -0.1657, 2.0359], [-4.2728, 2.2163, 1.5020], [-5.3392, 2.0658, 1.6589], [-3.8280, 2.7287, 2.3501], [-4.1052, 3.2350, -0.0356], [-5.3029, 3.9769, -0.2977], [-2.8682, 3.9574, 0.0280], [-3.9284, 1.8057, -1.1868], [-4.9291, 1.5777, -1.5457], [-3.2711, 2.0628, -2.0117], [-2.3237, -0.7216, -1.5061], [-1.2853, -2.0579, 2.6927], [-0.3806, -4.3151, 2.9212], [0.1340, -4.1729, 1.2168], [3.2060, -3.8680, 0.8667], [4.1642, -2.6484, -1.0547], [3.2540, 1.6724, -1.8985], [2.0945, 0.6094, -2.7324], [3.5943, 1.7656, -4.3596], [5.0052, 1.0461, -3.5668], [3.8455, 0.0122, -4.4018]],
  "atomic_forces_ev_per_a": [[-0.2, -0.2, 0.4], [0.0, 0.5, -0.5], [0.1, 0.0, 0.2], [-0.1, -0.2, 0.1], [-0.1, 0.2, -0.1], [-0.1, 0.1, 0.1], [0.1, 0.0, 0.1], [0.1, 0.1, 0.0], [0.0, 0.1, -0.2], [0.4, -0.3, -0.1], [-0.3, 0.2, 0.1], [0.2, -0.3, 0.2], [0.1, 0.1, 0.0], [0.0, 0.0, -0.1], [0.0, 0.0, 0.0], [0.0, -0.1, -0.1], [0.1, 0.1, 0.1], [-0.1, 0.1, 0.0], [-0.2, -0.1, -0.3], [0.0, 0.0, 0.1], [0.0, 0.0, 0.1], [0.3, -0.2, 0.2], [-0.1, 0.0, 0.3], [-0.1, -0.2, -0.1], [0.0, 0.0, -0.1], [-0.4, 0.6, -0.1], [0.2, -0.4, 0.3], [0.1, -0.2, 0.8], [0.5, -0.8, -0.1], [-0.1, 0.1, -0.6], [-0.1, 0.4, -0.6], [-0.1, 0.0, 0.0], [0.0, 0.2, -0.1], [-0.2, 0.2, 0.0], [-0.3, -0.2, 0.0], [0.3, -0.1, 0.1], [-0.2, 0.5, 0.5], [-0.1, 0.0, -0.1], [0.0, 0.2, 0.0], [0.1, -0.1, -0.2], [0.0, -0.1, -0.1], [0.0, 0.0, -0.1], [0.0, 0.0, 0.1], [0.1, -0.1, 0.0], [0.1, 0.0, -0.1], [-0.1, -0.2, -0.1], [0.1, 0.0, 0.1], [0.0, 0.1, -0.1], [0.1, 0.0, 0.0], [0.0, -0.1, -0.1]]
}